Entry from OMol25: a cluster of 2 separate species, C28H27NO2 in total (wB97M-V/def2-TZVPD).

As for the relative energy (zero: lowest compared OMol25 entry of this formula, charge and spin): 0.0000 eV. The calculation puts the HOMO energy at -7.47 eV. As for the SMILES: COc1ccc(C=C2C=C(c3ccccc3)C(=O)C(c3ccccc3)=C2)cc1.CNC. As for the frontier orbital gap: 6.50 eV. The multiplicity is 1.

Geometry as XYZ:
```
58
Properties=species:S:1:pos:R:3:forces:R:3:lowdin_charge:R:1
C -4.28958 -1.91984 5.02566 0.23 0.42 0.08 -0.0632
O -3.63783 -0.63383 5.11519 0.13 -0.76 -0.04 -0.0783
C -2.51505 -0.47909 4.37249 0.32 0.02 -0.61 -0.2634
C -1.90269 0.79453 4.40219 -0.64 -0.75 0.25 0.0074
C -0.89258 1.07567 3.52248 0.47 -0.43 -0.72 -0.0112
C -0.42754 0.12724 2.56965 -1.56 -0.72 1.28 -0.2052
C 0.55675 0.49336 1.61181 1.00 -1.22 -2.33 0.0413
C 0.63754 -0.02200 0.30332 -0.10 0.48 2.11 -0.1944
C 1.84016 0.07338 -0.47029 0.32 0.43 -1.22 0.0214
C 1.86782 -0.19537 -1.81652 -0.17 0.12 1.04 -0.0793
C 3.11062 -0.07798 -2.59656 0.88 0.16 -0.29 -0.1665
C 4.36403 -0.37405 -2.00993 -0.45 0.03 -0.48 -0.0377
C 5.53626 -0.26280 -2.76144 -0.22 0.13 -0.02 -0.0915
C 5.49317 0.18364 -4.08986 -0.33 0.10 0.16 -0.0938
C 4.25993 0.50995 -4.66636 0.19 -0.18 0.42 -0.0775
C 3.08646 0.36695 -3.93107 -0.01 -0.07 0.04 -0.0242
C 0.60892 -0.58730 -2.50894 -0.19 -0.08 -1.13 -0.2543
O 0.50066 -0.55923 -3.74987 0.16 -0.20 1.72 0.0297
C -0.51499 -1.01667 -1.64059 0.32 0.24 1.00 -0.0757
C -1.67465 -1.73697 -2.20086 -0.86 -0.27 -0.15 -0.1600
C -2.38779 -2.67270 -1.40921 0.27 0.30 -0.47 -0.0368
C -3.53145 -3.30113 -1.90802 0.15 0.22 -0.08 -0.0927
C -4.01632 -2.98741 -3.18513 0.24 0.29 0.13 -0.0949
C -3.32004 -2.06302 -3.97355 0.10 -0.27 0.39 -0.0783
C -2.14771 -1.47293 -3.49981 -0.04 -0.01 0.05 -0.0206
C -0.48210 -0.67151 -0.31250 -0.61 -0.48 -1.05 0.0216
C -0.96815 -1.19121 2.65326 0.42 0.83 -0.14 -0.0259
C -1.98261 -1.49317 3.53990 -0.60 0.41 0.62 -0.0134
H -5.16142 -1.83244 5.67218 0.09 -0.10 -0.10 0.0919
H -4.60020 -2.13286 3.99061 0.08 0.12 0.32 0.0990
H -3.62771 -2.72331 5.38565 -0.23 0.26 -0.06 0.0959
H -2.27391 1.53061 5.11092 0.02 -0.08 -0.20 0.1229
H -0.46885 2.07115 3.49819 -0.14 -0.27 0.05 0.0730
H 1.30818 1.20109 1.93643 -0.04 -0.40 -0.12 0.0889
H 2.75725 0.39306 0.03479 -0.32 0.03 -0.20 0.1212
H 4.38278 -0.72585 -0.97392 0.16 0.05 -0.40 0.1069
H 6.48674 -0.52662 -2.30023 -0.16 0.08 -0.14 0.0980
H 6.40974 0.29918 -4.66731 -0.18 -0.11 0.17 0.0976
H 4.18709 0.87144 -5.69046 0.16 -0.10 0.19 0.1020
H 2.12252 0.56385 -4.39476 0.44 0.07 0.15 0.1025
H -2.00398 -2.91252 -0.41160 -0.22 0.00 -0.37 0.1057
H -4.04447 -4.03721 -1.29033 0.06 0.17 -0.15 0.0974
H -4.93731 -3.44103 -3.55434 0.30 0.06 0.11 0.0983
H -3.67611 -1.79526 -4.96668 0.03 -0.14 0.19 0.1011
H -1.57275 -0.80170 -4.13646 -0.36 -0.18 0.26 0.1028
H -1.37571 -0.84094 0.28753 0.21 0.12 -0.24 0.1120
H -0.58937 -1.99052 2.01493 0.04 0.32 0.16 0.1214
H -2.39341 -2.50257 3.58482 0.21 0.35 -0.12 0.1030
C 0.94998 4.05932 2.64658 0.51 0.01 0.13 -0.1279
N 1.33503 3.28183 1.48758 -0.09 0.08 -0.14 -0.2103
C 1.22986 3.98375 0.22010 0.45 -0.07 -0.17 -0.1213
H 0.50301 3.39258 3.38556 0.09 0.45 0.14 0.0372
H 1.81136 4.55007 3.11957 -0.23 0.23 0.04 0.0822
H 0.21640 4.81294 2.33981 0.12 -0.17 0.26 0.0843
H 2.25567 2.85913 1.60007 -0.28 0.37 -0.06 0.1028
H 1.04126 3.26051 -0.58628 -0.02 0.27 0.11 0.0731
H 0.39719 4.69647 0.28809 0.23 -0.25 -0.24 0.0768
H 2.15990 4.52934 -0.01649 -0.35 0.09 -0.12 0.0793
```
Forces are in eV/Å.